(1)
# C4H8S3

A single C4H8S3 molecule (ωB97M-V/def2-TZVPD, OMol25).

Structure (ORCA input):
```
! RIJCOSX wB97M-V def2-TZVPD def2/J DEFGRID3
* xyz 0 1
H 3.833 1.426 0.008
C -0.964 -0.326 0.215
C 0.114 -0.117 -0.484
H -1.635 -2.021 -1.052
H -2.965 -1.098 -0.236
C -1.908 -1.436 -0.099
H -0.006 -0.513 -1.536
C 1.337 1.083 -0.053
H -2.054 -2.109 0.822
S 1.374 1.544 1.726
H -1.067 0.115 1.215
H -0.282 2.445 -0.628
S 3.024 0.381 -0.389
H 2.385 0.678 2.238
S 0.912 2.426 -1.174
*
```

Summary:
- energy above the lowest of the compared OMol25 structures with the same formula, charge and spin (eV) = 2.181
- highest occupied orbital energy (eV) = -9.080
- E_tot (eV) = -36781.06962
- SMILES = C/C=C/C(S)(S)S

Atom-resolved charges from Löwdin, all expressed in e: number 1, H, carries -0.11; number 2, C, carries -0.26; number 3, C, carries -0.19; number 4, H, carries 0.10; number 5, H, carries 0.07; number 6, C, carries -0.13; number 7, H, carries 0.12; number 8, C, carries -1.44; number 9, H, carries 0.10; number 10, S, carries 0.61; number 11, H, carries 0.09; number 12, H, carries -0.14; number 13, S, carries 0.60; number 14, H, carries -0.09; number 15, S, carries 0.68

=====

(2)
# C4H8S3

A single C4H8S3 molecule (ωB97M-V/def2-TZVPD, OMol25).

Structure (ORCA input):
```
! RIJCOSX wB97M-V def2-TZVPD def2/J DEFGRID3
* xyz 0 1
S -0.624 -1.558 1.373
H -1.902 -1.157 0.915
H 1.306 1.748 0.117
H -2.398 1.978 0.216
S -0.142 -1.589 -1.663
H 2.072 -0.242 1.011
H 1.952 -0.152 -0.779
H -0.219 2.674 0.410
H 1.945 -1.805 0.107
C 1.643 -0.660 0.063
C 0.126 -0.660 0.005
H -1.315 -1.859 -1.256
C 0.284 1.754 0.210
C -0.439 0.692 -0.164
S -2.289 0.836 -0.564
*
```

Summary:
- energy above the lowest of the compared OMol25 structures with the same formula, charge and spin (eV) = 1.756
- highest occupied orbital energy (eV) = -8.885
- E_tot (eV) = -36781.49400
- SMILES = C=C(S)C(C)(S)S

Atom-resolved charges from Löwdin, all expressed in e: number 1, S, carries 0.74; number 2, H, carries -0.12; number 3, H, carries 0.04; number 4, H, carries -0.10; number 5, S, carries 0.73; number 6, H, carries 0.10; number 7, H, carries 0.04; number 8, H, carries 0.05; number 9, H, carries 0.12; number 10, C, carries -0.21; number 11, C, carries -1.17; number 12, H, carries -0.21; number 13, C, carries 0.01; number 14, C, carries -0.69; number 15, S, carries 0.70

=====

Calculated max |F|, 3.26 4.89 eV/A (same order as the records).